Computed, not measured: C18H24N2O6S in the gas phase, with wB97M-V/def2-TZVPD.

```
51
Properties=species:S:1:pos:R:3:forces:R:3:mulliken_charge:R:1
C 0.3854 -3.6250 2.7108 0.3 0.2 -0.3 -0.927
C 1.6723 -3.5847 1.8978 -0.2 -0.5 0.1 -0.294
H 2.5447 -3.6873 2.5464 -0.1 0.0 -0.1 0.353
H 1.6710 -4.3812 1.1459 0.1 0.1 0.2 0.309
O 1.8421 -2.3277 1.2459 0.1 0.3 0.0 -0.351
C 1.2782 -2.1825 0.0370 0.0 -0.1 0.0 0.177
O 0.6453 -3.0569 -0.5154 0.0 0.0 0.0 -0.662
C 1.5322 -0.8510 -0.4931 0.4 0.4 0.5 0.027
C 2.1672 0.2071 0.1392 -0.1 -0.5 -0.1 -0.327
C 2.1394 1.2813 -0.7498 0.4 0.5 0.0 -0.024
C 1.4944 0.8534 -1.8928 0.1 0.4 -0.1 -0.648
N 1.1339 -0.4286 -1.7362 0.2 0.2 0.2 0.308
C 0.4694 -1.2296 -2.7261 -0.4 -0.5 -0.5 -0.791
H -0.4806 -1.5978 -2.3400 0.1 0.1 -0.1 0.132
H 1.0823 -2.0928 -2.9887 0.0 0.1 0.0 0.348
H 0.2914 -0.6212 -3.6101 0.0 0.0 0.0 0.302
H 1.2897 1.4072 -2.7864 -0.1 0.0 -0.2 0.456
S 2.7654 2.9037 -0.4638 -0.4 0.0 0.0 1.379
O 3.0040 3.5603 -1.7150 -0.3 0.0 -0.1 -0.738
O 3.8315 2.8235 0.4950 -0.3 -0.2 0.0 -0.663
N 1.4289 3.6408 0.2064 0.6 -0.2 -0.5 -0.238
H 1.3013 4.5857 -0.1148 0.2 0.2 -0.2 0.312
C 1.1789 3.4062 1.6071 -0.2 -0.1 0.6 -0.622
H 1.7381 2.5070 1.8690 -0.1 0.1 0.3 0.332
C -0.3179 3.1888 1.8784 0.4 -0.1 -0.2 -1.498
C -0.8454 1.9923 1.1403 -0.1 0.0 0.1 0.874
C -0.9906 0.7625 1.7597 0.0 0.1 0.0 -1.062
C -1.4950 -0.3235 1.0651 -0.1 -0.2 -0.1 -0.581
C -1.8602 -0.2213 -0.2699 -0.1 0.0 -0.1 1.395
C -1.6956 1.0181 -0.9159 -0.1 0.1 0.1 -0.358
C -1.1966 2.0953 -0.1968 -0.2 -0.3 -0.1 0.144
H -1.0836 3.0308 -0.7200 0.0 0.1 -0.1 0.339
O -1.9436 1.2677 -2.2395 0.4 -0.1 0.2 -0.458
C -3.0030 0.6002 -2.8931 -0.3 -0.1 -0.3 -0.864
H -3.1900 1.1748 -3.8005 0.0 0.0 0.1 0.321
H -3.9070 0.5902 -2.2797 0.0 0.0 0.0 0.308
H -2.7407 -0.4256 -3.1593 0.0 0.1 0.0 0.230
O -2.3648 -1.2642 -1.0058 0.1 0.5 -0.1 -0.377
C -2.5795 -2.5062 -0.3755 0.0 -0.3 0.1 -0.789
H -3.0808 -3.1234 -1.1199 0.0 0.0 0.1 0.294
H -1.6320 -2.9786 -0.1022 -0.1 0.0 0.0 0.159
H -3.2231 -2.4083 0.5035 0.0 0.0 0.0 0.379
H -1.5956 -1.2663 1.5779 0.0 -0.1 0.0 0.331
H -0.7192 0.6422 2.7978 0.0 0.0 0.1 0.366
H -0.4556 3.0568 2.9525 -0.1 0.1 0.0 0.454
H -0.8615 4.0816 1.5649 -0.1 0.1 0.1 0.367
H 1.5507 4.2298 2.2293 0.1 -0.1 -0.1 0.389
H 2.6079 0.1901 1.1140 0.1 -0.1 0.2 0.647
H -0.4769 -3.5822 2.0500 -0.1 0.0 0.0 0.144
H 0.3502 -2.7818 3.3964 0.0 0.0 0.1 0.259
H 0.3427 -4.5494 3.2799 0.0 -0.1 0.1 0.436
```
Positions in Å, forces in eV/Å.

## Properties
SMILES: CCOC(=O)c1cc(S(=O)(=O)NCCc2ccc(OC)c(OC)c2)cn1C
ΔE to the lowest compared entry with this formula, charge and spin (kcal/mol): 42.5

***

Computed, not measured: C18H24N4O3 in the gas phase at a distorted geometry, with wB97M-V/def2-TZVPD.

```
49
Properties=species:S:1:pos:R:3:forces:R:3:mulliken_charge:R:1
C 1.2504 -3.2994 4.3263 0.2 0.1 0.0 -1.079
C 2.5091 -2.5073 3.9966 -0.1 -0.1 -0.2 -0.382
C 2.9594 -2.7255 2.5520 0.3 -0.1 0.5 -0.897
N 1.9729 -2.2137 1.6179 -0.2 -0.5 -0.3 0.682
N 1.8461 -0.8974 1.6156 -0.1 1.2 0.0 -0.978
C 0.9837 -0.3060 0.8601 0.1 -0.4 0.4 0.496
C 0.0891 -1.0379 -0.0019 0.0 -0.6 -0.1 0.479
C -0.9113 -0.4539 -0.7927 0.0 0.0 0.1 -0.232
C -1.7096 -1.2494 -1.5839 0.0 0.1 0.0 -0.545
C -1.5472 -2.6338 -1.6067 0.1 -0.1 0.0 -0.793
C -0.5850 -3.2248 -0.8210 0.1 0.0 0.1 -0.553
C 0.2372 -2.4374 -0.0132 -0.2 0.4 -0.1 -0.175
C 1.2426 -3.0879 0.8326 0.1 0.0 0.0 0.630
O 1.4456 -4.2881 0.8635 -0.1 -0.1 0.0 -0.711
H -0.4408 -4.2943 -0.8029 0.0 -0.1 0.0 0.498
H -2.1833 -3.2384 -2.2353 0.0 -0.1 0.0 0.410
H -2.4777 -0.7995 -2.1970 0.0 0.1 0.0 0.423
H -1.0604 0.6168 -0.7728 0.0 0.1 -0.1 0.759
C 0.9562 1.1941 0.9629 0.2 -0.2 -0.3 0.049
O 0.8071 1.7842 2.0091 -0.1 0.2 0.3 -0.658
N 1.1602 1.8147 -0.2237 0.1 0.1 -0.2 -0.113
H 1.1453 1.2736 -1.0726 0.0 -0.1 0.1 0.383
C 1.0546 3.2510 -0.3394 -0.3 0.2 0.2 -1.162
H 1.5515 3.6912 0.5289 0.0 0.0 -0.2 0.396
H 1.5742 3.5671 -1.2447 0.0 0.0 0.1 0.477
C -0.4071 3.7151 -0.3309 0.2 -0.1 0.0 -0.969
N -1.2258 3.0032 -1.2996 0.0 0.2 0.0 0.554
C -2.6429 3.2342 -1.0537 -0.2 -0.2 -0.2 -0.807
C -3.4771 2.4182 -2.0401 -0.1 0.1 0.4 -0.238
H -4.5384 2.6401 -1.9174 0.1 -0.1 0.1 0.389
O -3.1592 2.7314 -3.3755 -0.1 0.1 -0.1 -0.413
C -1.7886 2.5279 -3.6168 0.4 0.1 0.0 -0.625
C -0.9230 3.3664 -2.6759 -0.2 -0.2 -0.2 -0.590
H 0.1282 3.1637 -2.8858 0.0 0.0 -0.1 0.357
H -1.1207 4.4373 -2.8593 0.1 0.0 0.0 0.324
H -1.6146 2.8129 -4.6558 0.1 -0.1 0.1 0.404
H -1.5379 1.4638 -3.4832 0.0 0.1 0.0 0.220
H -3.3070 1.3472 -1.8564 0.0 0.0 0.0 -0.057
H -2.8800 2.9214 -0.0345 0.0 0.0 0.0 0.433
H -2.8965 4.3028 -1.1645 0.0 0.0 0.0 0.417
H -0.8144 3.4993 0.6595 0.0 0.1 0.0 0.537
H -0.4371 4.8069 -0.4881 0.0 0.0 0.0 0.394
H 3.0748 -3.7894 2.3359 0.0 0.2 0.0 0.389
H 3.9014 -2.2019 2.3718 -0.1 -0.1 -0.1 0.294
H 3.3219 -2.8130 4.6571 0.1 0.1 0.0 0.357
H 2.3272 -1.4411 4.1449 0.1 0.0 0.1 0.304
H 0.9835 -3.1690 5.3720 -0.1 0.0 0.1 0.375
H 1.4045 -4.3592 4.1356 0.0 -0.1 0.0 0.298
H 0.4132 -2.9628 3.7183 -0.1 0.0 0.0 0.248
```
Positions in Å, forces in eV/Å.

## Properties
SMILES: CCCn1nc(C(=O)NCCN2CCOCC2)c2ccccc2c1=O
ΔE to the lowest compared entry with this formula, charge and spin (kcal/mol): 64.5

***

Computed, not measured: C18H24N4O5 in the gas phase, with wB97M-V/def2-TZVPD.

```
51
Properties=species:S:1:pos:R:3:forces:R:3:mulliken_charge:R:1
C 2.7872 -2.7935 -2.1859 0.0 -0.1 0.2 -1.137
C 3.2606 -2.9245 -0.7427 0.2 0.2 -0.1 -0.190
H 3.9846 -3.7381 -0.6605 0.0 0.0 0.1 0.432
H 2.4068 -3.1627 -0.1061 0.0 -0.1 0.1 0.205
C 3.9287 -1.6417 -0.2245 0.0 -0.6 0.3 -1.020
N 3.0539 -0.5025 -0.3028 -0.2 0.5 -0.4 -0.152
C 1.9141 -0.2445 0.3719 0.4 -0.2 0.3 -0.280
C 1.5835 -0.6035 1.6524 0.6 -0.4 0.0 0.692
C 0.3073 -0.2448 2.2200 0.1 -0.2 0.3 0.597
O -0.0238 -0.4921 3.3781 0.0 0.1 -0.5 -0.744
C -0.6305 0.4404 1.2943 -0.1 0.4 -0.8 -0.187
C -0.3037 0.8001 0.0206 -0.6 0.2 0.3 0.370
C 1.0111 0.6211 -0.4795 0.1 0.2 -0.2 0.453
O 1.4611 1.1041 -1.5188 -0.2 0.0 0.6 -0.777
C -1.4657 1.5175 -0.6233 0.2 -0.2 -0.2 0.345
H -1.1972 2.5552 -0.8471 -0.1 0.0 0.1 0.648
C -1.9457 0.8703 -1.9306 -0.4 -0.1 0.4 -0.940
H -2.0549 -0.2117 -1.8124 -0.1 0.2 0.0 0.513
H -2.8991 1.3111 -2.2313 0.2 -0.1 0.0 0.284
O -1.0308 1.1152 -2.9839 0.2 0.2 -0.2 -0.436
C -0.1538 0.1255 -3.2595 -0.1 0.0 -0.4 0.683
O -0.1649 -0.9682 -2.7508 0.0 -0.3 0.2 -0.623
N 0.6732 0.5001 -4.2665 0.0 0.2 -0.2 -0.452
H 1.4888 -0.0682 -4.4177 -0.1 0.0 0.1 0.260
H 0.7550 1.4860 -4.4466 0.1 0.0 0.0 0.228
C -2.5452 1.4612 0.4994 0.2 0.3 0.0 1.097
N -1.9065 0.7554 1.6137 0.0 -0.1 -0.2 0.152
C -2.3628 1.2412 2.8986 -0.1 0.2 0.5 -0.983
C -2.8167 2.6580 2.5907 -0.4 -0.4 0.2 -0.121
C -2.9220 2.8018 1.1201 -0.4 -0.4 -0.2 -1.286
N -1.8254 3.4029 1.8429 0.9 0.2 -0.1 -0.497
H -1.8979 4.4093 1.9416 -0.2 -0.1 0.0 0.273
H -3.6839 3.3842 0.6225 0.0 0.1 0.1 0.528
H -3.4881 3.1500 3.2813 0.0 0.1 -0.1 0.507
H -1.5505 1.1843 3.6228 -0.2 0.0 0.0 0.445
H -3.2082 0.6446 3.2576 0.1 0.1 0.0 0.341
O -3.7559 0.8504 0.1058 0.0 0.3 0.0 -0.497
C -3.8508 -0.5501 0.2905 -0.1 -0.1 0.0 -0.649
H -2.9543 -1.0758 -0.0426 0.0 0.0 0.0 0.246
H -4.0338 -0.7968 1.3408 0.0 0.0 -0.1 0.219
H -4.7039 -0.8644 -0.3078 0.0 -0.1 0.0 0.309
C 2.5054 -1.3465 2.5823 -0.1 0.1 -0.1 -1.982
H 2.0374 -1.3733 3.5640 0.1 0.0 0.0 0.365
H 2.6701 -2.3736 2.2590 0.1 -0.1 0.0 0.313
H 3.4650 -0.8401 2.6703 0.1 0.0 0.0 0.396
H 3.0168 -0.0558 -1.2196 0.0 0.0 0.3 0.402
H 4.8046 -1.4148 -0.8386 0.0 0.0 0.1 0.502
H 4.2623 -1.7941 0.8015 0.1 0.0 -0.1 0.282
H 3.6003 -2.4552 -2.8266 0.1 0.0 -0.1 0.305
H 1.9555 -2.0965 -2.2638 -0.1 0.1 -0.1 0.141
H 2.4428 -3.7568 -2.5535 -0.1 -0.1 -0.1 0.419
```
Positions in Å, forces in eV/Å.

## Properties
SMILES: CCCNC1=C(C)C(=O)C2=C(C1=O)[C@@H](COC(N)=O)[C@]1(OC)[C@@H]3N[C@@H]3CN21
ΔE to the lowest compared entry with this formula, charge and spin (kcal/mol): 25.9

***

Computed, not measured: a gas-phase ion, C18H24NO3 (charge +1), with wB97M-V/def2-TZVPD.

```
46
Properties=species:S:1:pos:R:3:forces:R:3:mulliken_charge:R:1
C -1.1453 1.3122 -5.4483 0.0 -0.1 -0.5 -0.732
H -0.3821 2.0199 -5.7764 0.0 -0.1 0.1 0.245
H -0.7818 0.2940 -5.5892 0.0 0.1 0.0 0.330
H -2.0495 1.4654 -6.0365 0.1 0.0 0.0 0.292
O -1.5374 1.5430 -4.1046 0.1 0.2 0.3 -0.463
C -0.8359 1.0445 -3.0703 0.0 -0.1 0.3 0.493
C -1.5519 0.9794 -1.8701 0.0 0.0 -0.1 -1.320
C -0.9682 0.4728 -0.7267 0.1 0.0 -0.1 0.511
C 0.3334 -0.0011 -0.7686 0.1 0.0 -0.1 -0.805
C 1.0784 0.0601 -1.9471 -0.2 0.0 0.2 0.302
C 0.5096 0.6377 -3.0969 0.2 0.1 -0.4 0.723
O 1.2769 0.8279 -4.2343 -0.5 -0.4 0.4 -0.504
C 1.9451 2.0775 -4.2561 0.2 0.3 0.0 -0.860
H 2.5023 2.1020 -5.1902 0.0 0.1 0.0 0.249
H 2.6361 2.1782 -3.4120 0.0 0.0 0.0 0.385
H 1.2362 2.9121 -4.2278 0.0 -0.1 0.0 0.386
O 2.3279 -0.4365 -1.8417 -0.2 0.3 0.1 -0.472
C 3.0444 -0.8757 -2.9854 0.3 -0.3 -0.3 -0.753
H 2.3913 -1.3856 -3.6939 0.0 0.0 0.1 0.340
H 3.7886 -1.5734 -2.6026 -0.1 0.1 -0.1 0.291
H 3.5527 -0.0512 -3.4879 -0.1 0.0 0.0 0.246
H 0.8009 -0.4570 0.0911 0.1 -0.1 0.1 0.589
C -1.7131 0.4347 0.5786 -0.1 -0.5 -0.6 -0.613
H -2.7715 0.6550 0.4392 0.1 0.1 0.2 0.469
H -1.6065 -0.5417 1.0571 0.0 0.2 0.1 0.380
N -1.1236 1.4484 1.5038 0.1 0.2 0.0 -0.107
H -1.3351 2.3857 1.1449 0.2 -0.2 0.0 0.411
H -0.1019 1.3194 1.4679 -0.3 0.2 -0.1 0.430
C -1.5616 1.3057 2.9269 -0.1 -0.2 0.7 -1.230
C -1.0031 0.0302 3.4944 0.0 0.0 0.0 0.723
C 0.3692 -0.0908 3.6917 -0.2 0.0 0.0 -0.354
C 0.9036 -1.2665 4.1814 0.0 0.0 0.0 -0.830
C 0.0844 -2.3486 4.4902 -0.1 0.1 -0.1 0.852
C -1.2868 -2.2187 4.2927 0.1 0.0 0.0 -0.658
C -1.8266 -1.0471 3.7963 0.0 0.2 0.0 -0.481
H -2.8941 -0.9661 3.6539 -0.1 0.0 0.0 0.386
H -1.9383 -3.0453 4.5308 -0.1 -0.1 0.0 0.408
C 0.6573 -3.6089 5.0469 0.0 -0.1 0.1 -1.444
H 0.5966 -3.5881 6.1352 0.0 -0.1 0.1 0.298
H 0.1004 -4.4761 4.7011 0.0 -0.1 0.0 0.378
H 1.7024 -3.7211 4.7714 0.1 -0.1 0.0 0.377
H 1.9693 -1.3447 4.3330 0.1 0.0 0.0 0.394
H 1.0255 0.7433 3.4802 0.1 0.1 0.0 0.482
H -1.1926 2.1696 3.4846 0.0 0.0 -0.2 0.442
H -2.6521 1.3037 2.9564 0.1 0.1 -0.1 0.387
H -2.5737 1.3215 -1.8831 -0.2 0.0 0.0 0.427
```
Positions in Å, forces in eV/Å.

## Properties
SMILES: COc1cc(C[NH2+]Cc2ccc(C)cc2)cc(OC)c1OC
Total charge: +1
ΔE to the lowest compared entry with this formula, charge and spin (kcal/mol): 33.6

***

Computed, not measured: a molecular structure, C18H25ClMnN2 at a distorted geometry, with wB97M-V/def2-TZVPD.

```
47
Properties=species:S:1:pos:R:3:forces:R:3:mulliken_spin:R:1
C 0.0814 0.1238 -4.7522 0.1 0.3 -1.2 0.014
C 1.4799 0.6681 -5.0187 0.0 -0.1 0.9 0.002
C -0.1362 -1.2383 -5.4009 -0.1 -0.2 1.0 0.000
C -1.0096 1.1164 -5.1371 -0.1 -0.1 1.0 0.001
Cl -0.0533 -0.1357 -2.6635 0.1 0.3 -2.3 -0.008
H -0.0766 -1.1320 -6.4901 0.0 0.2 0.2 0.001
H -1.1267 -1.6403 -5.1546 0.2 0.1 -0.1 0.000
H 0.6341 -1.9539 -5.0891 -0.2 0.1 -0.1 0.000
H 1.6007 0.8491 -6.0927 -0.2 -0.1 0.1 0.000
H 2.2482 -0.0514 -4.7099 -0.2 0.2 -0.1 0.000
H 1.6393 1.6181 -4.4948 0.0 -0.2 -0.1 0.000
H -0.9695 1.2987 -6.2168 0.2 -0.2 0.1 0.000
H -0.8694 2.0767 -4.6268 -0.1 -0.2 -0.1 0.000
H -2.0048 0.7199 -4.8996 0.2 0.1 -0.1 0.000
C 1.4258 -1.7385 1.7258 0.4 -0.3 -0.8 -0.071
C 0.6713 -2.6136 0.8725 1.1 -0.1 -0.1 -0.099
C 0.8527 -2.1832 -0.4909 1.2 0.1 0.0 -0.138
H 0.1763 -3.5243 1.1982 0.0 0.3 -0.1 -0.004
C 1.7394 -1.0278 -0.4648 0.4 -0.9 0.7 -0.029
C 2.0655 -0.7526 0.9074 0.0 -1.0 -0.6 0.012
H 2.7805 -0.0040 1.2368 -0.4 0.0 -0.1 0.003
H 1.5947 -1.8899 2.7916 -0.5 0.3 -0.3 0.000
H 0.4943 -2.6899 -1.3858 0.0 0.3 0.3 0.003
H 2.1478 -0.5013 -1.3212 -0.3 -0.1 0.2 0.010
C -1.7869 0.6128 1.0996 -0.9 -0.6 -0.5 0.019
C -1.8585 -0.5961 1.8658 -0.7 0.0 -0.7 -0.073
C -1.9085 -1.7024 0.9567 -0.9 0.6 0.1 -0.090
H -1.9995 -0.6577 2.9431 0.5 -0.1 -0.3 -0.002
C -1.8738 -1.1829 -0.3866 -1.0 0.6 0.1 -0.135
C -1.8308 0.2662 -0.2904 -0.8 -0.4 0.6 -0.041
H -1.8727 0.9726 -1.1145 0.2 -0.3 0.2 0.012
H -1.8362 1.6243 1.4919 0.4 -0.3 -0.1 0.002
H -2.0725 -2.7363 1.2430 0.2 0.2 -0.1 -0.003
H -1.9953 -1.7576 -1.3018 0.2 0.2 0.3 0.003
Mn -0.1059 -0.6465 0.5061 0.9 0.8 2.0 3.545
C -0.5516 2.5422 6.0782 -0.3 0.2 0.2 -0.001
N 0.1258 1.7980 5.0223 0.6 -0.5 -0.8 0.001
C 1.4814 1.4849 4.9548 -0.8 -0.3 -0.8 0.010
C 1.6546 0.8032 3.7664 -0.7 0.6 0.7 0.005
N 0.4444 0.7142 3.1100 -0.4 0.0 0.0 0.030
C -0.4597 1.3067 3.8886 1.3 0.2 0.7 0.016
H -1.3761 1.9474 6.4954 0.4 0.1 -0.1 0.000
H 0.1703 2.7739 6.8684 -0.2 -0.1 -0.2 0.000
H -0.9715 3.4781 5.6802 0.3 -0.3 0.1 0.000
H 2.1966 1.7559 5.7149 -0.2 0.0 0.0 0.000
H 2.5666 0.3841 3.3726 0.0 0.1 0.1 0.001
H -1.5257 1.4212 3.7121 0.3 0.0 0.0 0.001
```
Positions in Å, forces in eV/Å.

## Properties
Total charge: +2
E_tot (eV): -65876.631
Multiplicity: 4
Expectation value of S²: 4.03